1.
Here is a single C2H3N3OS molecule from OMol25. Energies are from ωB97M-V with the def2-TZVPD basis set.

## Properties
Multiplicity: 3
Calculated total energy, a.u.: -715.541808
HOMO energy (alpha / beta), Ha: -0.2234 / -0.3481
Orbital gap (alpha / beta), eV: 6.80 / 7.13
Net charge: 0
F_max, eV/A: 9.3

Geometry (Å):
C (-0.65174, 0.01525, -0.19919)
C (-1.48544, 0.91367, 2.01691)
N (-1.24233, 0.42221, 0.94820)
N (0.58406, -0.29180, -0.27419)
N (0.97777, -0.56083, -1.60244)
O (-1.75545, 1.43843, 3.03793)
S (1.74488, -0.15813, 0.83075)
H (-1.19519, -0.28185, -1.20484)
H (1.23452, -1.50065, -1.83297)
H (1.78891, 0.00370, -1.72016)

Cartesian forces (eV/Å) of the 6 atoms listed first:
-9.072 1.512 -1.021
0.412 -0.032 -0.668
-0.223 0.014 -0.119
7.370 -2.947 -1.520
-0.310 1.083 -0.653
0.034 -0.376 -0.372



2.
Here is a molecular structure, C20H34HgO10 from OMol25. Energies are from ωB97M-V with the def2-TZVPD basis set.

## Properties
Calculated total energy, a.u.: -1688.177501
HOMO energy, Ha: -0.2491
Orbital gap, eV: 7.02
Net charge: 0
F_max, eV/A: 2.9

Geometry (Å):
Hg (-0.20845, 0.50587, 0.98020)
C (4.09740, 1.55839, 0.08834)
C (3.09191, 1.68393, 1.26735)
O (1.76284, 1.58695, 0.93281)
H (3.85518, 0.72438, -0.57975)
H (5.12024, 1.47606, 0.45820)
H (3.99044, 2.40066, -0.60007)
H (3.36780, 2.68109, 1.64636)
H (3.31344, 0.96497, 2.06961)
C (-1.55422, 3.64047, 3.46735)
C (-2.15153, 2.75861, 2.34787)
O (-1.74302, 1.44131, 2.35757)
H (-2.01127, 4.63471, 3.44622)
H (-0.52895, 3.80449, 3.12958)
H (-1.66788, 3.20748, 4.45862)
H (-1.86414, 3.29248, 1.42613)
H (-3.24886, 2.87368, 2.35008)
O (-1.72712, -1.36299, 0.52890)
C (-2.92330, -1.44285, 0.40870)
O (-3.58338, -2.50256, 0.85312)
C (-4.99909, -2.26285, 0.79894)
C (-5.15073, -1.22169, -0.30871)
C (-3.84330, -0.41186, -0.20007)
H (-5.34060, -1.92977, 1.78314)
H (-5.55846, -3.18756, 0.66223)
H (-6.04263, -0.63183, -0.10532)
H (-5.19908, -1.77903, -1.24343)
H (-3.93872, 0.44813, 0.46425)
H (-3.53172, -0.04118, -1.17090)
O (0.35560, -1.09151, 2.66538)
C (1.26029, -1.71534, 3.15606)
O (1.04047, -2.35773, 4.30126)
C (2.17105, -3.12581, 4.71170)
C (3.08845, -3.12165, 3.45942)
C (2.69128, -1.83668, 2.71503)
H (1.93693, -4.08671, 5.15865)
H (2.78418, -2.61348, 5.46026)
H (2.83612, -3.98534, 2.83944)
H (4.14695, -3.23384, 3.68618)
H (2.62535, -2.00425, 1.64067)
H (3.25850, -0.93908, 2.94808)
O (0.62429, -0.83813, -0.84546)
C (1.44501, -1.28626, -1.60400)
O (1.74737, -2.58168, -1.63388)
C (2.45962, -2.92685, -2.81660)
C (2.61760, -1.65946, -3.67901)
C (2.24789, -0.55807, -2.64676)
H (1.86522, -3.61523, -3.41556)
H (3.43789, -3.29945, -2.51951)
H (1.87363, -1.58552, -4.46974)
H (3.62257, -1.54627, -4.07495)
H (1.74005, 0.24997, -3.16544)
H (3.10651, -0.11204, -2.14263)
O (-1.29619, 1.66028, -0.88254)
C (-1.24017, 1.96775, -2.03878)
O (-0.05315, 2.13016, -2.66887)
C (-0.18911, 2.41040, -4.06707)
C (-1.72925, 2.47432, -4.29650)
C (-2.36235, 2.00679, -3.01002)
H (0.18523, 1.70849, -4.80679)
H (0.08026, 3.43024, -4.33085)
H (-2.02608, 1.93150, -5.19397)
H (-2.06543, 3.49854, -4.45822)
H (-2.90366, 1.05894, -2.98060)
H (-3.16570, 2.68352, -2.71172)

Cartesian forces (eV/Å) of the 6 atoms listed first:
0.356 1.770 1.464
-0.835 -0.431 -0.281
-0.176 -0.144 -0.381
-0.299 0.216 -0.689
0.187 -0.393 0.478
0.085 0.044 -0.127



3.
Here is 3 unconnected molecules or ions with the total composition H6O3 from OMol25. Energies are from ωB97M-V with the def2-TZVPD basis set.

## Properties
SMILES: O.O.O
Calculated total energy, a.u.: -229.302853
HOMO energy, Ha: -0.4192
Orbital gap, eV: 12.20
Net charge: 0
F_max, eV/A: 0.3

Geometry (Å):
O (-1.66367, 2.91154, 3.13246)
H (-1.00314, 2.32058, 2.77094)
H (-1.22500, 3.76093, 3.18089)
O (0.16485, -2.06903, -4.07263)
H (-0.31634, -2.35023, -4.85085)
H (0.39721, -1.15764, -4.25045)
O (1.19856, -0.76574, 1.47793)
H (1.52573, -1.51681, 1.97299)
H (0.92177, -1.13363, 0.63872)

Cartesian forces (eV/Å) of the 6 atoms listed first:
-0.228 -0.017 0.064
0.166 -0.233 -0.100
0.075 0.224 0.029
0.055 -0.115 0.202
-0.132 -0.118 -0.178
0.080 0.238 -0.013



4.
Here is a gas-phase ion, C2H7N2S (charge +1) from OMol25. Energies are from ωB97M-V with the def2-TZVPD basis set.

## Properties
SMILES: NC(=[NH2+])CS
Calculated total energy, a.u.: -587.845297
HOMO energy, Ha: -0.5075
Orbital gap, eV: 9.72
Net charge: +1
F_max, eV/A: 6.4

Geometry (Å):
N (-0.89242, -1.20800, -0.35617)
C (-0.19928, -0.26099, 0.24853)
N (0.63747, -0.53766, 1.27770)
C (-0.38687, 1.17296, -0.14890)
S (0.72595, 1.41497, -1.60719)
H (-1.52497, -1.14828, -1.04481)
H (-0.84476, -2.23321, -0.02779)
H (1.18360, 0.10027, 1.70650)
H (0.99135, -1.50511, 1.32801)
H (-1.31648, 1.13796, -0.69014)
H (-0.34534, 1.91144, 0.55655)
H (1.97176, 1.15564, -1.24227)

Cartesian forces (eV/Å) of the 6 atoms listed first:
3.194 -3.365 4.344
0.443 0.652 1.643
-2.536 -4.104 -3.302
0.601 -3.037 -2.986
-0.782 0.466 -0.779
-2.576 1.327 -3.114



5.
Here is a gas-phase ion, C8H12ClN2 (charge +1) from OMol25. Energies are from ωB97M-V with the def2-TZVPD basis set.

## Properties
Calculated total energy, a.u.: -881.210644
HOMO energy (alpha / beta), Ha: -0.4411 / -0.4411
Orbital gap (alpha / beta), eV: 6.26 / 6.26
Net charge: +1
F_max, eV/A: 4.6

Geometry (Å):
C (-1.75321, -0.02278, 0.38527)
C (0.05088, -2.74202, 0.82664)
C (0.33572, -0.82512, -0.45794)
C (-0.42935, 2.06073, 2.14695)
C (-1.64308, 2.13898, 1.73878)
C (1.31763, -0.09160, -1.31492)
C (1.03397, -3.01575, -1.41205)
C (-2.42673, 0.98631, 1.27578)
N (-0.49539, -0.00650, 0.21255)
N (0.46170, -2.13749, -0.37157)
Cl (0.76862, -4.16294, 1.25218)
H (0.25451, 2.85576, 2.22185)
H (-0.08848, 1.11333, 2.52381)
H (-1.98196, 3.03990, 1.36197)
H (1.87281, -0.79257, -1.89279)
H (0.73771, 0.50516, -2.00616)
H (1.98626, 0.66148, -0.74954)
H (0.39877, -3.99178, -1.25611)
H (0.98953, -2.64780, -2.41628)
H (2.02883, -3.28149, -1.23549)
H (-3.31636, 1.32727, 0.73734)
H (-2.66620, 0.29833, 2.08098)
H (0.08528, 0.88286, 0.73816)

Cartesian forces (eV/Å) of the 6 atoms listed first:
-3.044 -1.255 -0.489
-1.017 2.088 0.983
1.555 1.259 -0.729
2.640 -1.270 1.424
-1.554 -0.565 -1.830
0.126 0.814 0.519



6.
Here is a molecular structure, C2F4 from OMol25. Energies are from ωB97M-V with the def2-TZVPD basis set.

## Properties
Calculated total energy, a.u.: -475.509025
HOMO energy (alpha / beta), Ha: -0.3495 / -0.3496
Orbital gap (alpha / beta), eV: 8.50 / 8.52
Net charge: 0
F_max, eV/A: 2.7

Geometry (Å):
C (-0.10810, 0.88524, -0.43360)
C (-0.00280, -0.84296, 0.60110)
F (-0.21641, 0.73880, -1.70425)
F (-1.03900, 1.70548, 0.08776)
F (0.81572, -0.82302, 1.66596)
F (0.55059, -1.66353, -0.21697)

Force components x, y, z for each atom (eV/Å):
0.692 -0.082 2.626
-0.089 1.241 0.644
-1.170 0.303 -0.037
0.830 -1.129 -1.631
-0.764 0.404 -0.761
0.500 -0.738 -0.842